{"formula": "C9H22ClCoN5O4S", "method": "ωB97M-V/def2-TZVPD", "multiplicity": 4, "homo_ev": [-15.3, -15.4], "charge": 2, "elements": ["Co", "Cl", "S", "O", "O", "O", "O", "N", "N", "N", "N", "N", "C", "C", "C", "C", "C", "C", "C", "C", "C", "H", "H", "H", "H", "H", "H", "H", "H", "H", "H", "H", "H", "H", "H", "H", "H", "H", "H", "H", "H", "H", "H"], "xyz": [[-0.195, 0.394, 0.272], [-0.842, 1.194, 2.548], [-0.468, 1.571, -1.731], [-1.803, 0.238, 1.997], [0.476, 0.497, 2.491], [-0.702, 2.252, 1.548], [-1.151, 1.657, 3.834], [1.844, -0.135, -0.205], [-2.168, 3.495, -0.722], [-0.771, -1.620, -0.182], [1.186, -2.157, 2.647], [-1.734, 3.619, -2.844], [1.712, -3.018, 1.508], [0.574, -3.586, 0.657], [2.795, -2.306, 0.689], [-2.646, 4.764, -2.647], [-1.502, 2.953, -1.727], [2.349, -1.501, -0.537], [1.317, -2.272, -1.361], [-2.910, 4.707, -1.127], [0.119, -2.762, -0.549], [3.436, -3.098, 0.303], [-1.295, -1.370, -1.022], [3.440, -1.703, 1.340], [-3.966, 4.600, -0.898], [1.945, 0.441, -1.040], [-0.278, -3.866, 1.288], [3.239, -1.377, -1.151], [0.978, -1.660, -2.206], [-2.168, 5.689, -2.952], [0.948, -4.526, 0.248], [-0.455, -3.443, -1.174], [2.460, 0.308, 0.474], [-1.489, -1.929, 0.470], [0.476, -2.657, 3.180], [-3.553, 4.630, -3.226], [0.774, -1.263, 2.374], [1.809, -3.145, -1.794], [-1.354, 3.348, -3.734], [-2.528, 5.580, -0.605], [1.935, -1.929, 3.304], [-2.015, 3.232, 0.232], [2.182, -3.846, 2.030]], "forces_ev_per_angstrom": [[0.1, 0.1, -0.5], [-0.2, 0.3, 0.4], [0.1, -0.3, -0.1], [0.2, 0.1, 0.2], [-0.1, -0.1, 0.0], [0.0, -0.1, 0.2], [0.1, -0.2, -0.4], [-0.1, 0.2, 0.1], [-0.1, 0.2, -0.1], [-0.1, 0.1, -0.1], [0.2, -0.4, 0.0], [-0.1, 0.2, -0.2], [0.0, 0.1, -0.1], [-0.1, 0.1, 0.1], [-0.1, 0.2, 0.1], [0.1, -0.2, 0.1], [-0.1, 0.1, 0.1], [-0.2, 0.0, 0.1], [-0.1, 0.1, 0.0], [0.1, -0.2, 0.0], [0.2, 0.2, 0.1], [0.1, -0.1, 0.0], [0.0, -0.1, 0.0], [0.0, -0.1, -0.1], [0.0, 0.0, 0.0], [0.1, 0.0, 0.0], [0.0, 0.0, -0.1], [0.1, 0.0, -0.1], [0.0, -0.1, 0.1], [0.1, 0.1, 0.0], [0.0, -0.1, 0.0], [-0.1, -0.1, -0.1], [0.1, 0.0, 0.0], [0.0, 0.0, 0.0], [-0.1, -0.1, 0.1], [-0.1, -0.1, -0.1], [-0.2, 0.4, -0.1], [0.0, 0.0, 0.0], [0.0, 0.0, 0.0], [0.1, 0.0, 0.0], [0.1, 0.0, 0.0], [0.0, -0.1, 0.2], [0.1, -0.1, 0.1]], "nbo_charge": [1.381, 2.497, -0.388, -0.844, -0.921, -0.854, -0.679, -0.909, -0.550, -0.920, -0.690, -0.540, -0.047, -0.445, -0.439, -0.229, 0.380, -0.054, -0.433, -0.228, -0.051, 0.266, 0.412, 0.232, 0.231, 0.412, 0.231, 0.229, 0.237, 0.233, 0.268, 0.228, 0.401, 0.405, 0.441, 0.230, 0.454, 0.252, 0.441, 0.229, 0.446, 0.443, 0.242]}

{"formula": "C9H22HgN4O7", "method": "ωB97M-V/def2-TZVPD", "de_lowest_kcal_mol": 0.00, "homo_ev": [-6.8, -6.8], "charge": 0, "elements": ["Hg", "O", "O", "O", "O", "O", "O", "O", "N", "N", "N", "N", "C", "C", "C", "C", "C", "C", "C", "C", "C", "H", "H", "H", "H", "H", "H", "H", "H", "H", "H", "H", "H", "H", "H", "H", "H", "H", "H", "H", "H", "H", "H"], "xyz": [[0.131, -0.111, -1.146], [-1.027, 1.341, 1.820], [-0.502, 0.985, -3.324], [1.952, -0.745, 1.819], [2.138, 0.840, -2.747], [0.362, 3.085, -0.976], [-0.311, -1.949, 1.723], [-2.758, 0.728, -2.024], [1.687, 0.164, 0.951], [-0.857, -1.474, 0.601], [0.928, 2.083, -0.533], [-2.124, -0.094, -1.275], [1.307, -1.757, -1.855], [3.979, 0.986, 1.382], [3.073, 3.264, -0.598], [2.634, 1.119, 0.766], [2.222, 2.192, -0.060], [-2.132, -1.788, 0.410], [-4.276, -1.214, -0.890], [-2.838, -2.790, 1.256], [-2.825, -1.033, -0.612], [-2.226, -3.040, 2.128], [0.621, -1.489, 1.762], [-0.633, 0.554, -4.183], [4.615, 1.833, 1.111], [2.581, 4.233, -0.465], [-4.536, -2.280, -0.880], [1.875, -2.151, -1.009], [4.465, 0.061, 1.039], [-1.946, 1.669, 1.811], [-3.029, -3.713, 0.690], [-4.881, -0.704, -0.126], [4.050, 3.286, -0.114], [3.898, 0.942, 2.477], [-0.949, 0.849, 2.657], [0.562, -2.500, -2.165], [-3.813, -2.416, 1.590], [-4.522, -0.780, -1.864], [2.648, 0.399, -3.451], [3.222, 3.104, -1.675], [1.317, 1.174, -3.175], [-1.431, 1.149, -2.959], [1.965, -1.516, -2.681]], "forces_ev_per_angstrom": [[-0.2, -1.5, -0.1], [-0.5, 0.2, 0.6], [-0.5, 0.7, -1.0], [0.2, 2.7, -2.2], [0.8, 1.0, -1.1], [1.5, -1.6, 1.0], [2.2, -0.2, 1.2], [0.0, 0.5, -1.0], [-0.5, -2.5, 2.4], [-3.5, -0.1, -0.6], [-2.4, 1.6, -1.2], [-1.5, -1.4, 2.0], [-0.1, -0.5, 0.2], [0.4, 0.1, 0.1], [0.4, 0.5, 0.1], [0.5, 2.1, -1.1], [1.5, -1.8, 1.2], [2.8, 0.4, 0.5], [-0.2, -0.1, 0.1], [-0.2, -0.2, 0.3], [1.1, 1.6, -1.7], [-0.2, 0.0, -0.2], [-1.8, -1.2, 0.0], [-0.1, 0.1, 0.4], [-0.1, -0.3, 0.1], [0.0, -0.1, -0.1], [0.0, 0.2, 0.0], [0.0, -0.1, -0.2], [-0.2, 0.2, 0.2], [0.6, -0.3, -0.1], [0.1, 0.2, 0.1], [0.0, -0.1, -0.2], [-0.2, 0.0, -0.1], [0.0, -0.1, -0.3], [-0.1, 0.2, -0.5], [0.3, 0.0, 0.1], [0.2, 0.0, 0.0], [0.1, -0.1, 0.2], [-0.4, 0.3, 0.5], [-0.2, 0.0, 0.2], [0.4, -0.3, 0.2], [0.0, -0.3, 0.0], [0.0, -0.1, 0.0]], "nbo_charge": [1.431, -0.948, -1.041, -0.350, -0.993, -0.209, -0.593, -0.623, 0.057, -0.213, 0.042, -0.174, -1.176, -0.674, -0.694, 0.133, 0.245, 0.177, -0.668, -0.682, 0.062, 0.248, 0.486, 0.485, 0.225, 0.257, 0.212, 0.195, 0.254, 0.480, 0.230, 0.214, 0.232, 0.252, 0.475, 0.204, 0.222, 0.251, 0.479, 0.278, 0.508, 0.520, 0.186]}

{"formula": "C9H22N3OSi", "method": "ωB97M-V/def2-TZVPD", "de_lowest_kcal_mol": 14.18, "homo_ev": -11.2, "charge": 1, "elements": ["Si", "O", "N", "N", "N", "C", "C", "C", "C", "C", "C", "C", "C", "C", "H", "H", "H", "H", "H", "H", "H", "H", "H", "H", "H", "H", "H", "H", "H", "H", "H", "H", "H", "H", "H", "H"], "xyz": [[4.178, -1.158, 0.120], [3.108, -0.495, -1.071], [-0.059, -0.299, 1.260], [0.875, 1.319, -0.062], [-0.315, 0.848, -0.653], [-0.768, -0.125, 0.206], [-2.037, -0.909, -0.079], [2.935, 0.590, -1.628], [-2.206, -1.982, 1.043], [-2.075, -1.702, -1.345], [0.951, 1.538, 2.463], [-3.235, 0.038, -0.007], [-0.789, 1.762, -1.586], [1.030, 0.593, 1.204], [4.924, -2.069, -0.809], [-1.826, -1.531, 2.056], [3.354, -1.905, 0.981], [-1.419, 1.325, -2.207], [1.024, 0.793, 3.385], [-2.697, -2.499, -1.292], [2.155, 0.531, -2.509], [-1.390, 2.521, -1.190], [1.068, 2.311, 0.081], [-1.573, -2.767, 0.652], [-1.080, -2.084, -1.795], [4.737, 0.050, 0.743], [1.910, 2.051, 2.442], [-3.175, -2.325, 1.247], [-2.482, -1.010, -2.102], [-3.371, 0.744, -0.813], [3.574, 1.344, -1.210], [-0.002, 2.080, -2.227], [-3.095, 0.785, 0.878], [-0.011, 2.217, 2.573], [-4.195, -0.629, -0.040], [1.977, 0.047, 1.291]], "forces_ev_per_angstrom": [[0.8, -0.1, -1.0], [-0.4, -1.9, 0.0], [-0.5, -1.0, -1.0], [2.9, -0.3, 0.0], [2.0, -0.1, 1.3], [-1.1, -0.7, 0.1], [-0.7, -0.3, 1.9], [-2.6, -0.1, -0.6], [2.8, 2.2, 1.6], [3.1, 2.8, -3.1], [-0.4, -1.5, 1.2], [-1.3, 0.5, 1.2], [0.7, 0.6, 0.6], [-0.9, 1.5, 1.7], [0.1, 0.6, 0.6], [-0.5, -1.2, -1.9], [-0.8, -0.6, 0.8], [-3.0, -2.5, -3.0], [-0.4, 1.7, -1.8], [-2.0, -2.4, 0.3], [1.9, 0.9, 1.7], [-0.3, 1.8, 1.0], [-1.2, 0.0, -0.4], [0.2, -0.6, 0.9], [-1.3, 0.6, 1.1], [0.3, -0.1, -0.1], [-0.2, 0.8, 0.4], [-1.6, -0.4, -0.4], [0.1, -0.5, -0.3], [0.3, 0.0, -0.8], [0.0, 1.4, -0.8], [0.8, 0.7, -0.2], [-0.8, -1.8, -0.9], [2.1, -1.5, -0.5], [1.6, 1.6, 0.7], [0.2, 0.0, -0.3]], "nbo_charge": [1.143, -0.677, -0.493, -0.464, -0.276, 0.479, -0.138, 0.331, -0.586, -0.594, -0.637, -0.608, -0.405, 0.083, -0.123, 0.238, -0.148, 0.223, 0.247, 0.225, 0.237, 0.203, 0.393, 0.207, 0.215, -0.157, 0.203, 0.219, 0.204, 0.204, 0.194, 0.203, 0.223, 0.239, 0.239, 0.154]}

{"formula": "C9H23BNO6", "method": "ωB97M-V/def2-TZVPD", "homo_ev": -4.4, "charge": -1, "elements": ["O", "O", "O", "O", "O", "O", "N", "C", "C", "C", "C", "C", "C", "C", "C", "C", "B", "H", "H", "H", "H", "H", "H", "H", "H", "H", "H", "H", "H", "H", "H", "H", "H", "H", "H", "H", "H", "H", "H", "H"], "xyz": [[-0.294, 0.406, 0.453], [3.410, -0.231, -1.520], [3.781, 0.147, 0.804], [0.416, -3.832, -2.490], [1.100, 1.328, 1.966], [-2.618, 2.132, 0.220], [2.238, 2.731, -0.229], [5.184, 0.288, 0.742], [0.757, 0.992, 0.823], [1.761, 1.312, -0.325], [-2.831, 3.241, 2.360], [-1.992, -4.052, -2.370], [-0.810, -2.127, -1.259], [-0.811, -3.092, -2.427], [-3.151, 0.758, 2.134], [-3.311, 2.113, 1.455], [3.008, 0.362, -0.323], [-1.691, 1.899, 0.416], [5.681, -0.655, 0.995], [0.024, -1.431, -1.302], [-4.365, 2.277, 1.202], [-3.382, 3.259, 3.304], [3.127, 2.778, 0.260], [5.527, 0.593, -0.252], [-2.094, 0.569, 2.333], [0.491, -4.316, -1.661], [-0.848, -2.537, -3.367], [-1.980, -4.736, -3.221], [-3.711, 0.717, 3.073], [-0.728, -2.675, -0.315], [2.426, 3.061, -1.171], [-2.953, 4.205, 1.863], [-2.938, -3.509, -2.369], [-1.722, -1.530, -1.220], [3.797, -1.101, -1.381], [-3.505, -0.035, 1.474], [-1.942, -4.650, -1.455], [1.232, 1.190, -1.271], [5.487, 1.047, 1.469], [-1.769, 3.104, 2.582]], "forces_ev_per_angstrom": [[-0.2, 0.1, 0.1], [-0.4, 0.0, 0.0], [-0.1, 0.4, -0.1], [0.0, -0.1, -0.1], [-0.1, 0.1, 0.0], [0.0, 0.3, 0.1], [0.2, 0.0, -0.3], [0.0, -0.3, 0.0], [0.3, 0.1, 0.0], [0.0, 0.1, 0.2], [0.0, 0.0, 0.0], [0.0, 0.0, -0.1], [0.1, -0.1, 0.0], [-0.1, 0.0, 0.1], [0.0, 0.0, 0.0], [0.1, -0.1, 0.1], [0.1, -0.4, -0.1], [0.0, -0.5, -0.3], [0.0, 0.0, 0.0], [0.0, 0.0, 0.0], [0.0, 0.0, 0.0], [0.0, 0.0, 0.0], [-0.2, 0.0, 0.2], [0.0, 0.0, 0.0], [0.0, 0.0, 0.0], [0.1, 0.1, 0.0], [0.1, 0.0, 0.0], [0.0, 0.0, 0.0], [0.0, 0.0, 0.0], [0.0, 0.0, 0.0], [0.0, 0.0, 0.0], [0.0, 0.0, 0.0], [0.0, 0.0, 0.0], [0.0, 0.0, 0.0], [0.3, 0.1, 0.0], [0.0, 0.0, 0.0], [0.0, 0.0, 0.0], [0.0, 0.1, 0.1], [0.0, -0.1, 0.0], [0.0, 0.0, 0.0]], "nbo_charge": [-0.820, -0.919, -0.719, -0.728, -0.751, -0.747, -0.799, -0.242, 0.774, -0.527, -0.634, -0.627, -0.630, 0.091, -0.642, 0.108, 1.153, 0.503, 0.162, 0.248, 0.143, 0.187, 0.342, 0.168, 0.249, 0.452, 0.167, 0.202, 0.180, 0.193, 0.337, 0.201, 0.209, 0.227, 0.483, 0.205, 0.192, 0.206, 0.176, 0.226]}

{"formula": "C9H23ClN2O5Ti", "method": "ωB97M-V/def2-TZVPD", "multiplicity": 4, "de_lowest_kcal_mol": 0.00, "homo_ev": [-0.4, -5.0], "charge": -1, "elements": ["Ti", "Cl", "O", "O", "O", "O", "O", "N", "N", "C", "C", "C", "C", "C", "C", "C", "C", "C", "H", "H", "H", "H", "H", "H", "H", "H", "H", "H", "H", "H", "H", "H", "H", "H", "H", "H", "H", "H", "H", "H", "H"], "xyz": [[0.155, -0.827, -1.503], [1.093, -3.412, -2.202], [-4.431, -0.360, -0.294], [2.729, 0.868, 2.253], [-0.775, 1.542, -2.370], [-0.960, 1.817, -4.605], [0.037, 0.002, -3.709], [1.573, 0.675, -0.324], [-1.067, -1.720, 0.421], [-1.951, 0.544, 0.870], [3.616, -0.355, -1.227], [-3.294, -1.178, -0.462], [3.396, 1.649, 3.225], [-5.301, -0.746, 0.751], [2.804, -0.069, 0.015], [-2.279, -0.917, 0.644], [-0.542, 1.102, -3.531], [3.582, 0.585, 1.164], [4.366, -0.101, 1.515], [2.666, 1.902, 3.995], [1.210, 0.997, 0.577], [-3.536, -2.249, -0.511], [-1.444, 2.543, -4.166], [-2.857, -0.956, -1.439], [4.096, 0.496, -1.718], [-4.971, -0.225, 1.657], [1.765, 1.558, -0.799], [-1.537, 1.000, -0.036], [2.467, -1.039, 0.393], [-1.297, -2.678, 0.174], [-6.325, -0.485, 0.488], [-1.159, 0.698, 1.611], [3.862, 2.537, 2.797], [2.945, -0.836, -1.947], [-2.848, 1.085, 1.172], [4.082, 1.465, 0.729], [4.153, 1.038, 3.738], [-0.450, -1.719, 1.225], [-5.273, -1.827, 0.931], [-2.708, -1.310, 1.587], [4.409, -1.095, -1.086]], "forces_ev_per_angstrom": [[-0.2, -0.2, -1.2], [-0.3, 0.7, 0.5], [-0.6, -0.4, -0.4], [0.1, 0.7, -0.2], [-0.2, 0.5, -0.2], [-0.4, 0.7, 0.2], [0.0, 0.4, -0.6], [0.0, 0.2, 0.8], [0.4, 0.5, -1.0], [0.3, 0.4, -0.5], [0.3, -0.5, -0.5], [0.5, 0.3, -0.1], [-0.3, -0.8, 0.4], [0.6, 0.0, 0.1], [0.0, -0.1, 0.5], [0.2, -0.9, 1.3], [0.8, -1.8, 1.8], [0.4, -0.5, -0.9], [0.1, 0.0, -0.2], [0.0, 0.2, -0.2], [-0.3, -0.2, -0.2], [-0.3, 0.0, 0.3], [0.2, -0.2, -0.5], [0.1, 0.3, 0.1], [-0.3, 0.3, 0.2], [-0.4, -0.1, 0.2], [0.2, -0.3, -0.3], [-0.3, -0.1, -0.2], [-0.2, 0.0, -0.1], [0.2, 0.0, 0.1], [0.0, 0.2, 0.0], [-0.2, -0.3, 0.3], [0.0, 0.1, 0.0], [0.0, 0.1, -0.1], [0.1, 0.1, 0.0], [-0.1, 0.3, 0.5], [0.2, 0.1, -0.2], [-0.1, -0.1, 0.1], [0.1, 0.0, 0.0], [-0.3, 0.3, -0.1], [-0.1, 0.0, 0.4]], "nbo_charge": [0.710, -0.826, -0.539, -0.546, -0.819, -0.709, -0.785, -0.862, -0.882, -0.633, -0.628, -0.072, -0.245, -0.249, -0.078, -0.079, 0.944, -0.075, 0.166, 0.188, 0.375, 0.158, 0.482, 0.223, 0.195, 0.164, 0.364, 0.253, 0.211, 0.378, 0.180, 0.195, 0.168, 0.259, 0.211, 0.154, 0.161, 0.363, 0.164, 0.148, 0.216]}

{"formula": "C9H24AlF2N3O4P", "method": "ωB97M-V/def2-TZVPD", "de_lowest_kcal_mol": 174.36, "homo_ev": -11.6, "charge": 1, "elements": ["P", "Al", "F", "F", "O", "O", "O", "O", "N", "N", "N", "C", "C", "C", "C", "C", "C", "C", "C", "C", "H", "H", "H", "H", "H", "H", "H", "H", "H", "H", "H", "H", "H", "H", "H", "H", "H", "H", "H", "H", "H", "H", "H", "H"], "xyz": [[2.095, -0.794, 0.267], [-1.638, 0.746, 1.393], [-2.125, -1.863, 1.452], [0.568, 2.554, 1.501], [-6.449, 2.010, 0.453], [1.044, -0.275, 1.134], [-4.237, 1.499, 0.582], [-4.919, 3.188, -0.620], [2.769, -2.247, 0.769], [3.400, 0.242, 0.131], [1.699, -1.153, -1.310], [0.904, -2.378, -1.550], [-5.973, 3.860, -1.311], [3.628, -3.134, 0.001], [-5.177, 2.147, 0.178], [4.424, 0.089, -0.904], [3.428, 1.508, 0.847], [2.595, -2.661, 2.157], [-6.878, 1.214, 1.560], [1.302, -0.040, -2.174], [1.643, -3.155, 2.355], [3.428, -3.276, 2.494], [2.691, -1.780, 2.801], [4.693, -2.899, -0.072], [0.459, 0.499, -1.719], [-7.397, 1.880, 2.254], [0.884, -3.006, -0.664], [-0.052, -2.054, -1.962], [4.313, -0.846, -1.446], [1.313, -3.018, -2.339], [5.434, 0.115, -0.492], [-6.911, 3.330, -1.404], [-6.090, 0.847, 2.215], [3.461, -4.193, 0.187], [4.319, 0.917, -1.610], [3.154, 1.284, 1.880], [-5.522, 4.179, -2.254], [-6.083, 4.857, -0.875], [2.131, 0.653, -2.297], [3.283, -2.989, -1.030], [0.911, -0.396, -3.123], [-7.583, 0.458, 1.232], [4.435, 1.914, 0.841], [2.624, 2.166, 0.474]], "forces_ev_per_angstrom": [[1.1, -1.6, -1.9], [1.2, -1.5, -0.3], [0.6, 2.9, -0.1], [-1.4, -1.2, -0.3], [0.0, -0.2, 0.1], [-0.9, 0.3, 1.0], [0.6, -0.9, 0.9], [-0.3, -1.1, 0.1], [0.2, -0.5, 1.0], [0.1, 0.7, -0.4], [0.0, -0.3, 0.1], [0.4, 0.0, -0.6], [0.7, 1.9, -0.5], [-1.0, 0.5, -2.3], [0.7, 1.5, -0.6], [-0.2, -0.3, 0.1], [-0.4, -1.0, 0.9], [0.5, 1.0, 0.8], [-0.4, 0.3, 1.4], [-0.3, 0.3, 0.6], [0.0, 0.0, -0.1], [-0.1, -0.3, -0.4], [-0.5, 0.0, 0.1], [0.0, 0.1, 0.8], [0.1, 0.2, 0.0], [-0.3, 0.2, -0.4], [-0.6, 0.2, 0.1], [-0.4, -0.3, 0.7], [-0.2, 0.0, 0.0], [0.4, 0.3, -0.1], [-0.1, 0.1, 0.2], [0.1, -0.2, 0.0], [0.4, -0.4, -0.8], [0.0, 0.1, 0.6], [0.1, 0.0, -0.1], [-0.1, 0.4, 0.0], [-0.3, -0.8, -0.4], [-0.5, -0.4, 0.6], [-0.1, 0.0, -0.3], [0.3, -0.3, -0.1], [0.5, -0.1, -0.1], [0.3, -0.2, -0.2], [-0.1, 0.2, -0.3], [0.1, 0.3, 0.1]], "nbo_charge": [2.431, 1.480, -0.651, -0.605, -0.491, -1.070, -0.717, -0.486, -0.713, -0.642, -0.788, -0.418, -0.277, -0.426, 1.031, -0.425, -0.421, -0.419, -0.268, -0.415, 0.233, 0.220, 0.223, 0.219, 0.193, 0.203, 0.227, 0.214, 0.229, 0.208, 0.226, 0.214, 0.211, 0.231, 0.225, 0.244, 0.207, 0.199, 0.211, 0.218, 0.229, 0.213, 0.223, 0.272]}

For the records above, the corresponding maximum force values read 0.554 3.594 5.207 0.546 2.628 2.915 eV Å⁻¹.
For the records above, the corresponding E_tot values read -3171.30994 -1254.89034 -884.70462 -887.91218 -2152.14348 -1605.62483 hartree.